No. 1
Computed, not measured: C28H80FeN4O14S as an isolated structure, with the ωB97M-V functional and the def2-TZVPD basis.

Results
HOMO energy (alpha / beta)   -11.085 / -11.085 eV
Relative energy (zero: lowest compared OMol25 entry of this formula, charge and spin)   0.00 kJ/mol
Net charge   +1
LUMO (alpha / beta)   -0.09614 / -0.16143 Eh
Expectation value of S²   8.76
Multiplicity   6
Frontier orbital gap (alpha / beta)   8.47 / 6.69 eV

Last column: Mulliken charge in e.
Geometry (Å):
Fe: 25.90720 12.90823 1.28048  0.6075
S: 23.83354 12.08893 -0.26518  0.8854
O: 23.29688 13.00745 -1.24450  -0.5904
O: 23.06882 10.86006 -0.18489  0.6431
O: 25.33940 11.93520 -0.34930  -0.6170
O: 23.96378 12.76270 1.10202  -1.1515
C: 28.40605 10.44752 -0.40525  -1.7074
C: 28.56679 11.14640 0.93179  1.1497
C: 30.03838 11.28828 1.24543  -1.3867
O: 30.16220 11.98117 2.46092  -0.2702
C: 31.51354 12.30303 2.76483  -0.8451
N: 27.96230 12.52721 0.89528  0.2585
H: 28.99491 9.52873 -0.44904  0.5959
H: 28.73176 11.06410 -1.24536  0.2314
H: 27.38233 10.13006 -0.59391  -0.0679
H: 28.06744 10.53853 1.68027  -0.0902
H: 30.51953 11.86275 0.43381  0.4302
H: 30.55487 10.32242 1.24673  0.6300
H: 32.07605 11.36945 2.84470  0.3358
H: 31.54005 12.74894 3.75667  0.2499
H: 31.92078 13.00313 2.03494  0.3235
H: 28.65297 13.03810 1.47432  0.3471
H: 28.22396 12.96551 -0.00022  0.0840
C: 26.38585 12.55544 5.56818  -1.5872
C: 26.60242 12.20954 4.09741  0.0346
C: 25.59569 11.16883 3.64411  -0.3900
O: 25.81294 11.01575 2.22999  0.9196
C: 25.42795 9.70635 1.80243  -0.6176
N: 26.33299 13.42132 3.23053  -0.4194
H: 25.37153 12.92048 5.74976  0.3741
H: 27.01420 13.42181 5.80445  0.4280
H: 26.63642 11.73150 6.22861  0.4143
H: 27.62836 11.89578 3.89326  0.0956
H: 24.59774 11.57998 3.83814  -0.3578
H: 25.71688 10.23926 4.19487  0.7206
H: 24.34950 9.57569 1.72304  -0.3929
H: 25.80536 8.92694 2.46919  0.6991
H: 25.82571 9.46371 0.81721  0.1607
H: 25.66870 13.99831 3.76564  0.3648
H: 27.15999 13.99934 3.44472  0.4246
C: 26.39319 13.98044 -3.58204  -1.7213
C: 27.67574 13.55116 -2.89220  2.0219
C: 28.82246 13.45441 -3.89665  -0.9575
O: 28.72690 12.23792 -4.56970  -0.2004
C: 29.89009 11.96948 -5.35707  -0.9211
N: 28.01387 14.55742 -1.82666  -0.7611
H: 26.48201 14.99628 -3.97866  0.5544
H: 25.54495 13.96333 -2.88836  0.0543
H: 26.10811 13.29236 -4.37538  0.4654
H: 27.47864 12.59149 -2.41499  -1.1121
H: 29.76753 13.51373 -3.32378  0.3864
H: 28.86340 14.29077 -4.60827  0.4764
H: 29.66430 11.04362 -5.88513  0.2472
H: 30.75969 11.86077 -4.70822  0.3473
H: 29.98980 12.72650 -6.14177  0.3392
H: 27.95676 15.44351 -2.35282  0.3513
H: 29.04261 14.54720 -1.77589  0.2798
C: 26.49878 17.16153 0.30464  -1.4589
C: 26.05678 15.97943 1.16397  0.7880
C: 24.74145 16.27997 1.85572  -1.0685
O: 24.33043 15.11879 2.55020  -0.2204
C: 22.96135 15.12225 2.85445  -0.8430
N: 25.96839 14.74710 0.30253  1.5596
H: 25.71356 17.45335 -0.40384  0.1983
H: 27.40650 16.97399 -0.26641  0.3368
H: 26.62725 18.07895 0.88549  0.4495
H: 26.86587 15.92252 1.90372  0.1410
H: 24.01612 16.69572 1.15277  0.3639
H: 24.91393 17.05296 2.62075  0.5327
H: 22.31802 15.05498 1.97031  0.2177
H: 22.65626 16.00843 3.41916  0.3415
H: 22.71771 14.23311 3.43610  0.2280
H: 25.17498 15.01041 -0.32728  -0.5499
H: 26.71025 14.84640 -0.44057  -0.1507
C: 23.36433 17.77983 -2.34866  -1.3848
C: 23.30638 16.26427 -2.47622  0.0961
O: 23.60482 15.68026 -1.20699  -0.0819
H: 22.59402 18.22142 -2.98716  0.4124
H: 24.30988 18.21263 -2.67773  0.3283
H: 23.14135 18.15270 -1.34931  0.2819
H: 24.01364 15.93954 -3.25102  0.0549
H: 22.33411 15.93127 -2.84944  0.3420
H: 23.31553 14.73752 -1.19116  -0.0382
C: 19.44720 12.71916 -0.84173  -0.6872
C: 20.06789 13.82006 -1.70578  -0.0952
O: 20.91571 13.26432 -2.71345  -0.5908
H: 18.64948 13.19894 -0.26689  0.4230
H: 20.19458 12.29966 -0.16779  -0.1137
H: 19.04580 11.93330 -1.47448  0.2306
H: 20.67325 14.49468 -1.08807  -0.0006
H: 19.27037 14.37300 -2.20087  0.4698
H: 21.80065 13.18397 -2.33450  0.3583
C: 20.52236 10.36112 4.05992  -1.4718
C: 21.49147 11.02152 3.10365  0.6976
O: 22.14999 10.03801 2.31026  -0.5760
H: 21.03216 9.91840 4.91492  0.3155
H: 19.94900 9.57986 3.55694  0.3647
H: 19.76514 11.05407 4.43318  0.3850
H: 22.28848 11.49860 3.69650  -0.1499
H: 20.99267 11.78298 2.49908  0.0922
H: 22.29955 10.38960 1.41586  -0.1769
C: 25.71535 9.58437 -3.70403  -0.8184
C: 26.99357 8.85655 -3.37354  -0.0300
O: 26.79963 7.92891 -2.30370  -0.5711
H: 25.78503 10.30637 -4.52152  0.4518
H: 25.34727 10.10879 -2.81761  -0.0526
H: 24.92323 8.91618 -4.05378  0.3461
H: 27.76622 9.56863 -3.08305  -0.0473
H: 27.37379 8.25238 -4.19969  0.3802
H: 25.92553 8.07220 -1.90922  0.0834
C: 24.48178 6.08610 -0.64545  -1.5520
C: 23.72057 7.31747 -0.23152  0.0058
O: 24.25307 8.44606 -0.94534  0.9580
H: 23.95059 5.19312 -0.31028  0.4071
H: 25.47694 6.02343 -0.19472  0.3377
H: 24.62954 6.04339 -1.72361  0.2739
H: 23.75504 7.53268 0.84384  0.2219
H: 22.65736 7.20205 -0.46697  0.2919
H: 23.75280 9.23884 -0.67117  -0.6869
C: 21.66687 8.09386 -3.26650  -0.8954
C: 21.00144 9.37756 -2.76330  -0.0205
O: 20.93349 9.45368 -1.35445  -0.5128
H: 22.74704 8.15520 -3.15586  -0.1109
H: 21.39027 7.91258 -4.30732  0.4820
H: 21.23206 7.25125 -2.72121  0.2581
H: 20.00075 9.43957 -3.19849  0.4100
H: 21.56114 10.21874 -3.19223  0.1361
H: 21.62840 10.06006 -1.06258  0.1366

***

No. 2
Computed, not measured: C28H81BN7O7Pb as an isolated structure, with the ωB97M-V functional and the def2-TZVPD basis.

Results
HOMO energy   -10.471 eV
Relative energy (zero: lowest compared OMol25 entry of this formula, charge and spin)   673.81 kJ/mol
Net charge   +1
LUMO   -0.07706 Eh
Multiplicity   1
Frontier orbital gap   8.37 eV

Last column: Mulliken charge in e.
Geometry (Å):
Pb: -1.09825 2.50905 0.03940  0.6138
B: 0.24423 0.34916 0.00020  5.2160
H: -0.75738 0.22829 -0.38243  -0.7760
H: 0.73828 1.04119 -0.66406  -1.0821
H: 0.21128 0.74248 1.00442  -1.4073
H: 0.71621 -0.62022 0.04249  -0.7679
C: -2.46563 -5.80579 -3.63345  -1.4140
C: -2.48211 -4.44372 -4.30484  0.6119
C: -1.34746 -3.50483 -3.75500  -0.6758
O: -1.51407 -3.34733 -2.33176  -0.3172
C: -1.11076 -2.10408 -1.85587  -0.3539
N: -2.49765 -4.49872 -5.75023  -0.7509
H: -3.37817 -6.35275 -3.87051  0.4011
H: -2.28790 -5.60247 -2.57743  0.3432
H: -1.67742 -6.45444 -4.01566  0.3508
H: -3.44809 -3.98778 -4.08780  0.1899
H: -1.51947 -2.58496 -4.31388  0.2619
H: -0.36872 -3.92794 -3.98116  0.2402
H: -0.03765 -1.94193 -1.75459  0.2894
H: -1.44214 -2.05470 -0.81864  -0.0381
H: -1.43064 -1.27161 -2.48258  0.3027
H: -2.95501 -5.31769 -6.12466  0.2360
H: -3.12488 -3.78469 -6.09207  0.2689
C: 3.17655 0.33483 -2.15590  -0.7526
C: 3.93526 0.67332 -0.86543  0.2237
C: 5.33150 1.39219 -1.25399  -0.4885
O: 6.04811 0.51964 -2.25094  -0.3145
C: 7.19843 1.10480 -2.86475  -0.7083
N: 3.15794 1.20679 0.29050  -0.1344
H: 3.86334 -0.18452 -2.82425  0.5661
H: 2.63183 1.20833 -2.51422  -0.0279
H: 2.46582 -0.41844 -1.81597  -0.1445
H: 4.23116 -0.34894 -0.62980  0.4318
H: 5.79615 1.67765 -0.31022  0.2989
H: 4.98871 2.23552 -1.85348  0.2035
H: 8.13282 0.70875 -2.46707  0.2386
H: 7.04292 2.18102 -2.94000  0.3167
H: 7.15386 0.79694 -3.90942  0.2650
H: 2.26375 0.73923 0.33414  -0.7688
H: 3.60160 1.19592 1.19777  0.2439
C: -4.65663 -0.09301 1.43580  -1.4786
C: -3.84954 0.81753 0.60231  0.7674
C: -4.58336 2.07111 0.06156  -1.1500
O: -3.92248 2.95124 -0.85348  0.1385
C: -4.69604 4.01799 -1.43755  -0.9662
N: -2.85511 1.39406 1.56476  0.1126
H: -4.24941 -1.05507 1.74677  0.2150
H: -5.41381 -0.55450 0.80191  0.4773
H: -4.99123 0.46915 2.30764  0.3718
H: -3.50043 0.19645 -0.22261  -0.0488
H: -5.04678 2.63579 0.87055  0.4984
H: -5.45576 1.73286 -0.49755  0.4868
H: -3.98973 4.80531 -1.70088  0.2276
H: -5.40937 4.26804 -0.65222  0.3821
H: -5.34119 3.70927 -2.26009  0.2649
H: -2.62886 0.56546 2.09612  -0.3362
H: -3.45267 1.90877 2.19571  0.2732
C: 3.69314 -6.84562 2.92778  -1.3853
C: 2.67404 -6.76334 1.77795  0.2884
C: 1.95198 -5.49253 1.67276  -0.2451
O: 1.26340 -5.51895 0.41315  -0.3256
C: 0.42876 -4.47452 -0.00179  -0.4258
N: 3.40653 -7.22143 0.52938  -0.7741
H: 4.64586 -6.33123 2.80197  0.3581
H: 4.00723 -7.87345 3.10950  0.3880
H: 3.09629 -6.68612 3.82579  0.3599
H: 2.01539 -7.63106 1.74159  0.2438
H: 2.66597 -4.66989 1.71245  0.1443
H: 1.30882 -5.33350 2.53829  0.2573
H: 0.87272 -3.48159 0.06956  0.1433
H: -0.51913 -4.42097 0.53370  0.1945
H: 0.16883 -4.59490 -1.05347  0.2012
H: 4.20699 -6.61168 0.44238  0.2589
H: 2.95975 -6.92782 -0.32752  0.2618
C: 2.60391 4.55778 -1.96072  -1.4186
C: 1.07515 4.18995 -1.71311  0.7735
C: 0.32646 3.35798 -2.76352  -0.9185
O: -0.99972 3.15383 -2.36909  -0.2773
C: -1.69905 2.38188 -3.33697  -0.9265
N: 1.07030 3.68750 -0.39613  -0.1220
H: 2.95614 5.33937 -1.28756  0.3892
H: 2.77088 4.85157 -2.99702  0.4774
H: 3.22684 3.67554 -1.81338  0.1583
H: 0.57725 5.15760 -1.77509  0.1519
H: 0.74212 2.35664 -2.65110  0.0562
H: 0.49707 3.70128 -3.78388  0.5120
H: -2.72638 2.04400 -3.20085  0.3322
H: -1.09669 1.50257 -3.56517  0.3365
H: -1.72296 2.90836 -4.29109  0.3110
H: 1.45390 4.39663 0.21222  0.2603
H: 1.76409 2.96571 -0.26282  -0.1950
C: -1.89438 -2.48046 2.96648  -0.9506
C: -1.44985 -1.60619 4.11190  0.0115
C: -0.01916 -1.19163 4.00826  0.1395
O: 0.83184 -2.35214 3.99745  -0.3760
C: 2.04572 -1.94266 3.33274  -0.7175
N: -2.42132 -0.52116 4.15337  -0.4660
H: -2.91386 -2.86616 2.96746  0.3716
H: -1.14028 -3.25903 2.85136  0.2903
H: -1.83002 -1.82032 2.10151  -0.0548
H: -1.54416 -2.12100 5.06802  0.4520
H: 0.25676 -0.57703 4.86513  0.4181
H: 0.12915 -0.60028 3.10471  -0.4927
H: 2.81032 -2.68258 3.56940  0.4319
H: 2.44902 -0.93517 3.43480  0.4025
H: 1.90299 -1.85256 2.25589  0.0707
H: -2.09360 0.03338 4.93131  0.2447
H: -3.39798 -0.71943 4.31741  0.2312
C: -1.38634 7.08442 1.74745  -1.6628
C: -1.04034 5.68105 1.29131  0.5822
C: -0.61712 4.81051 2.49824  -1.1322
O: -0.24429 3.48341 2.17014  -0.1120
C: 0.33610 2.77628 3.28654  -0.6495
N: -2.18952 5.10279 0.67924  -0.4313
H: -1.87751 7.68465 0.98157  0.4146
H: -0.60704 7.79694 2.01787  0.3793
H: -2.08919 6.92931 2.56601  0.4492
H: -0.27256 5.77411 0.52324  -0.1961
H: -1.45787 4.64699 3.17241  0.4214
H: 0.10920 5.38232 3.07582  0.5178
H: -0.52288 2.30173 3.76093  0.1983
H: 0.93089 3.53226 3.79920  0.4199
H: 0.99109 2.01292 2.86657  0.0099
H: -2.86478 5.39553 1.37092  0.3165
H: -2.52874 5.62167 -0.11813  0.1971